DFT (the ωB97M-V functional and the def2-TZVPD basis) results for a molecular structure, C6H13NS at a distorted geometry.

Output
* E_HOMO: -8.706 eV
* ΔE to the lowest compared entry with this formula, charge and spin: 104.02 kcal/mol
* strongest force on any atom: 6.8 eV Å⁻¹
* LUMO energy: 0.030 hartree
* calculated total energy: -689.1882 Eh

Cartesian coordinates (Å):
1 C 1.87078 1.18769 0.46761
2 C 0.78929 0.04402 0.17172
3 C 1.21263 -1.10659 1.09936
4 C -0.56017 0.49375 0.42614
5 C -1.63138 1.20997 -0.42934
6 C -1.66345 -0.32647 -0.10355
7 H 1.40860 2.10400 0.08492
8 H 2.80458 1.05032 -0.29789
9 H 1.80094 1.17286 1.50665
10 H 1.01923 -0.95732 2.17569
11 H 0.48401 -1.86994 0.69556
12 H 2.13761 -1.34499 0.89520
13 H 0.49782 -0.87917 -2.10286
14 H -0.88388 0.71183 1.32438
15 H -2.19557 2.02528 0.15444
16 H -1.19703 1.54877 -1.37820
17 H -2.31462 -0.61610 0.85685
18 H -1.08522 -2.03922 -0.81987
19 H -2.38432 -1.24601 -1.98521
20 N -1.52535 -1.15533 -1.24510
21 S 1.41549 -0.00732 -1.49651

DFT (the ωB97M-V functional and the def2-TZVPD basis) results for 2 unconnected molecules or ions with the total composition C6H13O at a distorted geometry.

Output
* E_HOMO: -2.553 eV
* ΔE to the lowest compared entry with this formula, charge and spin: 15.36 kcal/mol
* strongest force on any atom: 1.2 eV Å⁻¹
* LUMO energy: 0.142 hartree
* charge: -1
* calculated total energy: -311.6076 Eh

Cartesian coordinates (Å):
1 C -0.89246 -0.09805 -1.33221
2 C -1.68544 0.81205 -0.41356
3 C -1.39415 0.88737 0.88888
4 C -2.70664 1.68215 -1.06445
5 H -1.62120 -0.62601 -1.96160
6 H -0.23274 -0.80774 -0.76738
7 H -0.31351 0.52923 -2.02563
8 H -1.91792 1.57543 1.54608
9 H -0.62393 0.19717 1.23012
10 H -3.22796 2.26425 -0.30237
11 H -3.48539 1.10248 -1.57846
12 H -2.21755 2.28347 -1.84010
13 C 2.11056 -1.58122 0.42898
14 O 0.79569 -1.34202 0.70593
15 C 3.03121 -0.92092 1.48590
16 H 2.34499 -1.14241 -0.57310
17 H 2.36738 -2.66578 0.40828
18 H 4.07102 -0.83626 1.13565
19 H 2.93321 -1.42135 2.44767
20 H 2.66486 0.10815 1.58136

DFT (the ωB97M-V functional and the def2-TZVPD basis) results for a gas-phase ion, C6H13O (charge +1) at a distorted geometry.

Output
* E_HOMO: -15.520 eV
* ΔE to the lowest compared entry with this formula, charge and spin: 54.23 kcal/mol
* strongest force on any atom: 5.3 eV Å⁻¹
* LUMO energy: -0.125 hartree
* charge: +1
* calculated total energy: -311.2530 Eh

Cartesian coordinates (Å):
1 C -2.64772 -1.45827 0.12598
2 C -1.71703 -0.77887 0.71139
3 C 2.94206 -0.05137 -0.08763
4 C -1.72846 1.48230 -0.33210
5 C 1.47148 -0.56054 -0.40514
6 C 0.45418 0.44119 0.10146
7 O -0.98413 0.20370 -0.25774
8 H -3.02130 -2.35152 0.62559
9 H -3.15056 -1.22155 -0.77452
10 H -1.06193 -1.03025 1.50217
11 H 3.44407 -0.18538 0.85161
12 H 2.85767 1.04258 -0.32632
13 H 3.50535 -0.61288 -0.87603
14 H -1.21908 1.91251 -1.13988
15 H -2.80623 1.22847 -0.73362
16 H -1.78363 2.04372 0.55038
17 H 1.51675 -0.48929 -1.62324
18 H 1.16393 -1.48992 -0.12636
19 H 0.57547 1.54947 -0.31698
20 H 0.47804 0.49558 1.15096

DFT (the ωB97M-V functional and the def2-TZVPD basis) results for a molecular structure, C6H13O2 at a distorted geometry.

Output
* E_HOMO: -3.712 eV
* ΔE to the lowest compared entry with this formula, charge and spin: 168.32 kcal/mol
* strongest force on any atom: 4.5 eV Å⁻¹
* LUMO energy: 0.097 hartree
* charge: -1
* calculated total energy: -386.6913 Eh

Cartesian coordinates (Å):
1 C 1.68953 0.86697 -0.34616
2 O 2.56395 -0.14839 -0.86443
3 C 0.52722 0.28082 0.48912
4 C -0.57144 -0.19156 -0.47066
5 C -1.59812 -1.23077 -0.09148
6 C -3.38003 0.61032 0.47013
7 C -3.04287 -0.70848 0.15467
8 H 1.38453 1.40600 -1.27621
9 H 2.24514 1.61467 0.19236
10 H 0.98667 -0.70419 1.17076
11 H 0.26402 0.94112 1.30810
12 H -1.14724 0.74958 -0.79493
13 H 0.00043 -0.56507 -1.36461
14 H -1.75479 -1.99601 -0.85114
15 H -1.36297 -1.91829 0.73867
16 H -2.24306 0.21060 1.49738
17 H -4.38881 0.67939 0.94132
18 H -3.72728 -1.51493 0.35801
19 H 3.65208 0.35276 -0.66105
20 H 5.11525 0.37157 0.09599
21 O 4.78779 0.89387 -0.69582

DFT (the ωB97M-V functional and the def2-TZVPD basis) results for C6H13O2P in the gas phase at a distorted geometry.

Output
* E_HOMO (spin up / spin down): -7.559 / -7.562 eV
* ΔE to the lowest compared entry with this formula, charge and spin: 119.08 kcal/mol
* strongest force on any atom: 3.8 eV Å⁻¹
* LUMO energy (spin up / spin down): -0.011 / -0.011 hartree
* calculated total energy: -728.0761 Eh

Cartesian coordinates (Å):
1 C 2.15862 0.47405 -0.56174
2 C -2.42114 0.30020 0.50746
3 C -1.70791 0.60046 -0.90483
4 C -1.34850 -0.52880 1.30582
5 C 1.98224 1.95635 -0.47031
6 C 1.36151 -2.22861 0.28680
7 O -1.19835 -0.47038 -1.61906
8 O -0.03558 0.05417 1.11098
9 P 0.83427 -0.52574 -0.06546
10 H 2.51731 0.10269 -1.51922
11 H -2.55973 1.27415 0.97082
12 H -3.32065 -0.32678 0.39328
13 H -2.53440 1.19493 -1.43437
14 H -0.93578 1.33604 -0.89789
15 H -1.69271 -0.66098 2.30618
16 H -1.26314 -1.60633 0.83047
17 H 1.59604 2.08230 -1.51415
18 H 1.33750 2.30132 0.44003
19 H 2.92362 2.56114 -0.39285
20 H 2.39584 -2.41401 -0.18494
21 H 1.25078 -2.43144 1.45833
22 H 0.66017 -3.04475 -0.04537

DFT (the ωB97M-V functional and the def2-TZVPD basis) results for C6H13O2P in the gas phase at a distorted geometry.

Output
* E_HOMO: -8.723 eV
* ΔE to the lowest compared entry with this formula, charge and spin: 37.76 kcal/mol
* strongest force on any atom: 5.8 eV Å⁻¹
* LUMO energy: 0.033 hartree
* SMILES: CC/C(C)=C(/C)O[PH2]=O
* calculated total energy: -728.2057 Eh

Cartesian coordinates (Å):
1 C -0.77113 0.83446 0.31598
2 C -1.06706 2.22962 -0.10186
3 C 0.97025 -1.70585 -0.55423
4 C 1.71961 1.30672 0.29919
5 C 0.67442 -1.06872 0.69814
6 C 0.46009 0.42073 0.51994
7 O -1.81262 0.15124 0.88733
8 O -2.85334 -0.92245 -1.32334
9 P -3.12302 -0.40767 0.04503
10 H -0.43092 2.47034 -0.93377
11 H -0.99945 2.95202 0.58176
12 H -2.14820 2.17448 -0.52231
13 H 1.50409 -1.15984 -1.26271
14 H 1.37318 -2.67956 -0.34961
15 H 0.07330 -1.86213 -1.11136
16 H 2.51148 0.67779 0.22261
17 H 1.72922 1.75788 -0.63799
18 H 1.81074 1.95593 1.15107
19 H 1.62539 -1.13466 1.36657
20 H -0.16295 -1.53148 1.14252
21 H -3.90157 0.71162 0.05901
22 H -3.52567 -1.05650 1.19128

DFT (the ωB97M-V functional and the def2-TZVPD basis) results for C6H13O2P in the gas phase at a distorted geometry.

Output
* E_HOMO: -7.321 eV
* ΔE to the lowest compared entry with this formula, charge and spin: 73.63 kcal/mol
* strongest force on any atom: 4.2 eV Å⁻¹
* LUMO energy: 0.029 hartree
* SMILES: CC=P1(C)OCCCO1
* calculated total energy: -728.1485 Eh

Cartesian coordinates (Å):
1 C -2.38256 -0.01977 -0.04958
2 C 2.18081 0.87791 -0.02457
3 C 1.27149 0.91650 1.28532
4 C 1.35104 0.64231 -1.22272
5 C -2.60786 1.46333 -0.19170
6 C -0.48448 -2.50895 0.06584
7 O -0.04106 0.38923 1.05034
8 O 0.73177 -0.69578 -1.09795
9 P -0.61196 -0.59840 -0.09285
10 H -2.86849 -0.40371 -0.97705
11 H 2.67824 1.78922 -0.15495
12 H 2.83229 0.08795 0.21834
13 H 1.76801 0.23449 2.09252
14 H 1.30450 1.89919 1.76456
15 H 0.59801 1.44934 -1.43251
16 H 2.05314 0.61958 -2.07706
17 H -2.30782 1.84302 -1.16997
18 H -3.65314 1.44306 -0.11237
19 H -2.04835 1.92350 0.56652
20 H 0.44716 -2.96564 0.37268
21 H -1.42086 -2.73431 0.59680
22 H -0.74484 -2.92190 -0.86351

DFT (the ωB97M-V functional and the def2-TZVPD basis) results for 2 unconnected molecules or ions with the total composition C6H13O3P at a distorted geometry.

Output
* E_HOMO: -8.418 eV
* ΔE to the lowest compared entry with this formula, charge and spin: 63.58 kcal/mol
* strongest force on any atom: 4.5 eV Å⁻¹
* LUMO energy: 0.027 hartree
* SMILES: CC(C)=C=O.COP(C)O
* calculated total energy: -803.4256 Eh

Cartesian coordinates (Å):
1 C -1.27409 -2.20125 -0.59685
2 C -3.43198 -1.38689 -0.58506
3 C -1.92728 -1.35555 1.55751
4 C 2.97372 2.77160 0.98770
5 C 2.38448 0.18754 -1.43565
6 C -2.10659 -1.53687 0.07967
7 O -0.50910 -2.70028 -1.29949
8 O 0.08866 1.03101 -0.76504
9 O 2.07472 1.77169 0.60493
10 P 1.57330 1.78933 -0.98411
11 H -4.27974 -1.82529 -0.00874
12 H -3.37190 -1.78612 -1.67686
13 H -3.79555 -0.26839 -0.52905
14 H -0.95336 -1.28300 2.00166
15 H -2.58056 -2.07994 1.97628
16 H -2.27906 -0.30792 1.72675
17 H 3.97751 2.23204 1.14774
18 H 2.56405 3.23381 1.93153
19 H 3.05329 3.53981 0.33043
20 H 1.52416 -0.50924 -1.42229
21 H 2.95784 0.18000 -2.39355
22 H 3.20309 -0.12471 -0.77179
23 H 0.13439 0.62862 0.12427

> Number 3 is which compound?

C6H13O

> Which value of calculated total energy does entry 4 give?

-386.6913 Eh